Entry 1:
# C2H8

A 2-piece molecular cluster, C2H8 overall (ωB97M-V/def2-TZVPD, the Open Molecules 2025 dataset).

Summary:
Kohn-Sham gap	14.30	eV
energy relative to the best compared isomer or geometry (same formula, charge and spin)	0.1	kcal per mole
SMILES string	C.C
energy	-80.9819	hartree
spin multiplicity	1

Each line ends with the natural charge from an NBO analysis.
Positions of all 10 atoms, in Å:
C 2.93 3.15 -0.73  -0.852
H 2.55 3.33 -1.75  0.213
H 2.32 2.38 -0.24  0.214
H 2.89 4.08 -0.14  0.212
H 3.97 2.80 -0.79  0.214
C 0.85 3.75 2.93  -0.852
H 1.14 4.19 1.96  0.213
H 1.72 3.74 3.60  0.213
H 0.48 2.73 2.78  0.213
H 0.06 4.37 3.38  0.213

=====

Entry 2:
# C2H8AlF4NO

C2H8AlF4NO as an isolated structure (ωB97M-V/def2-TZVPD, the Open Molecules 2025 dataset).

Summary:
Kohn-Sham gap	5.51	eV
energy	-852.7546	hartree
spin multiplicity	1

Each line ends with the natural charge from an NBO analysis.
Positions of all 17 atoms, in Å:
N 1.53 0.38 0.84  -1.354
Al 0.52 1.41 -0.38  1.150
C -1.42 1.50 0.31  0.243
F -1.58 1.87 1.64  -0.370
F -2.11 2.45 -0.44  -0.368
C -2.25 0.24 0.16  0.510
F -1.54 -0.85 0.65  -0.381
F -2.52 -0.03 -1.14  -0.339
H 2.39 0.17 0.33  0.324
H 1.05 -0.50 0.97  0.317
H 1.16 2.87 -0.53  -0.389
H 0.50 0.61 -1.81  -0.461
H -3.21 0.28 0.69  0.133
O 1.89 -2.46 -0.21  -0.762
H 1.12 -2.93 0.15  0.581
H 1.73 -2.08 -1.11  0.596
H 2.73 -2.94 -0.11  0.571

=====

Question: spin multiplicity of number 2 (C2H8AlF4NO)?
Answer: 1